# 1
The following is a quantum chemistry calculation of 6 unconnected molecules or ions with the total composition C29H31F40NO10Si, from the Open Molecules 2025 dataset.

XYZ file:
```
112
Properties=species:S:1:pos:R:3:forces:R:3:mulliken_charge:R:1
O 1.477932 1.943945 -1.566489 -0.07 -0.23 0.10 -0.460
N 0.669352 1.586876 -2.330541 0.20 -0.27 -0.27 0.404
O 0.583027 2.425129 -3.456179 -0.43 0.23 0.31 -0.173
Si 0.207531 4.069621 -3.184179 0.05 0.48 -0.43 0.377
C -1.580174 4.479829 -3.649829 0.38 -0.44 0.13 -0.560
O -2.298240 4.721155 -2.446015 0.07 0.07 -0.13 -0.083
C -3.329505 5.678248 -2.518814 0.02 0.32 0.19 -0.466
O -4.582786 5.132603 -2.286940 0.10 -0.23 0.06 -0.437
C -4.961033 4.148238 -3.234768 -0.26 -0.08 -0.16 -0.054
C -5.418229 4.743289 -4.564205 0.10 0.08 -0.05 -0.437
O -6.685290 4.180841 -4.873118 0.13 -0.05 0.20 -0.521
H 1.132618 4.871344 -4.005758 0.02 -0.16 -0.12 -0.155
H 0.393875 4.410388 -1.786018 -0.10 -0.23 0.24 -0.132
H -1.543203 5.367586 -4.287279 -0.15 0.02 -0.07 0.425
H -2.018758 3.646439 -4.210499 -0.13 0.12 -0.16 0.250
H -3.165931 6.402619 -1.724425 -0.06 0.01 0.13 0.232
H -3.290124 6.208050 -3.479441 0.04 -0.14 -0.16 0.365
H -4.171196 3.410209 -3.382134 0.11 0.05 0.10 -0.015
H -5.809864 3.624973 -2.806106 -0.12 0.00 0.06 0.416
H -5.480520 5.830778 -4.458336 -0.09 0.04 0.07 0.276
H -4.703255 4.536078 -5.366786 0.03 -0.07 -0.03 0.290
H -6.978029 4.546763 -5.706348 -0.15 0.05 -0.26 0.302
C -4.534744 1.048580 1.411877 -0.32 0.56 -0.08 -0.972
C -3.034325 0.828902 1.634872 -0.05 -0.20 0.26 0.924
C -2.190103 0.447081 0.419646 0.09 -0.07 -0.15 0.151
F -2.602769 -0.709313 -0.122382 -0.04 0.00 0.03 -0.235
F -0.904873 0.274048 0.827113 -0.01 0.16 0.00 -0.238
F -2.839927 -0.058659 2.629292 0.04 0.00 -0.02 -0.270
F -2.528604 2.028033 2.054870 -0.03 0.07 -0.10 -0.292
O -5.397752 -0.019693 1.731312 0.32 -0.38 0.21 -0.417
C -5.688908 -1.019695 0.846885 -0.17 0.24 -0.13 0.782
C -5.195434 -2.388922 1.334319 -0.03 -0.09 0.07 0.174
F -3.869302 -2.366292 1.556550 0.02 -0.01 -0.03 -0.166
F -5.455083 -3.306371 0.378193 -0.03 -0.01 0.00 -0.251
F -5.243091 -0.746851 -0.390855 0.03 -0.03 -0.02 -0.243
F -7.038312 -1.107570 0.775970 -0.03 -0.02 -0.04 -0.316
H -4.805323 1.826069 2.124941 0.02 -0.02 0.03 0.437
H -4.736409 1.456886 0.419987 0.14 -0.16 -0.07 0.465
H -2.220366 1.234658 -0.337824 0.02 0.03 0.01 0.177
H -5.712390 -2.662605 2.255983 -0.01 0.01 0.00 0.225
C 3.476802 -1.343858 -1.042129 0.01 0.46 -0.49 -0.944
C 2.235874 -2.132299 -0.603747 0.32 -0.28 0.10 0.641
C 1.447990 -1.626047 0.603313 -0.20 0.08 0.06 0.558
F 2.211404 -1.615116 1.719285 0.00 -0.01 -0.03 -0.215
F 0.408991 -2.459719 0.814838 0.02 -0.04 0.00 -0.235
F 2.554726 -3.433616 -0.444955 -0.09 0.04 -0.04 -0.291
F 1.355148 -2.045742 -1.650602 -0.01 0.06 -0.06 -0.137
O 4.737165 -1.822671 -0.623651 -0.16 -0.42 0.26 -0.428
C 5.280974 -1.467327 0.577080 0.06 0.29 -0.14 0.835
C 5.432761 -2.671898 1.513337 0.11 -0.10 0.04 0.133
F 4.239523 -3.266713 1.705500 0.00 -0.07 0.07 -0.168
F 5.891661 -2.246194 2.712388 -0.01 0.01 0.01 -0.296
F 4.599670 -0.470090 1.166595 -0.01 -0.03 0.07 -0.243
F 6.531304 -1.013397 0.337127 0.04 0.03 0.01 -0.312
H 3.500162 -1.457446 -2.125157 0.01 -0.04 0.00 0.435
H 3.360265 -0.276809 -0.845182 -0.08 -0.07 0.20 0.501
H 1.064666 -0.623358 0.415166 0.05 0.04 0.00 -0.096
H 6.133626 -3.395012 1.093405 0.00 0.02 -0.04 0.271
C 2.803100 -4.364839 4.464373 0.28 0.31 -0.65 -0.584
C 2.229939 -3.610155 5.667202 -0.36 -0.25 0.00 0.943
C 3.127342 -3.428735 6.892221 0.06 0.16 0.05 0.070
F 3.484038 -4.616949 7.419129 -0.01 0.01 0.00 -0.228
F 2.440528 -2.740337 7.831862 0.01 0.00 0.02 -0.271
F 1.051192 -4.154077 6.036775 0.05 0.03 0.03 -0.296
F 1.972684 -2.342740 5.226289 0.12 0.06 -0.01 -0.301
O 2.467837 -5.728752 4.320349 -0.35 -0.09 0.44 -0.395
C 3.172549 -6.719462 4.934436 0.19 0.08 -0.24 0.824
C 2.320770 -7.488512 5.952172 -0.07 -0.10 0.02 0.194
F 1.819959 -6.656297 6.882833 0.03 -0.01 0.03 -0.219
F 3.101701 -8.402337 6.571171 0.00 -0.02 -0.01 -0.264
F 4.314020 -6.266737 5.484604 -0.01 -0.04 0.06 -0.290
F 3.519305 -7.618071 3.980972 0.05 -0.04 0.00 -0.305
H 2.342132 -3.890922 3.598797 -0.04 0.01 0.02 0.225
H 3.876425 -4.198106 4.363360 0.01 -0.03 0.21 0.336
H 4.024526 -2.863064 6.627558 0.02 -0.03 -0.01 0.299
H 1.500363 -7.994155 5.439979 0.01 -0.01 -0.01 0.242
C 2.902266 3.768848 3.287151 -0.37 -0.14 0.56 -0.845
C 4.426933 3.890153 3.201340 0.03 -0.23 -0.30 0.976
C 5.033875 5.294310 3.195828 0.10 0.05 0.11 0.021
F 4.607375 6.005578 2.133098 0.00 0.00 0.02 -0.212
F 6.377641 5.181453 3.117596 0.01 0.02 -0.01 -0.267
F 4.886709 3.183997 2.147838 0.01 0.04 0.04 -0.246
F 4.912738 3.299924 4.333840 -0.02 0.07 0.09 -0.339
O 2.198153 3.558737 2.082981 0.37 -0.03 -0.37 -0.197
C 1.793196 4.587415 1.284916 -0.24 0.02 0.25 0.815
C 2.471792 4.540046 -0.085272 0.17 -0.01 -0.38 0.915
F 3.813207 4.578477 0.032511 -0.04 0.05 0.04 -0.231
F 2.083716 5.616635 -0.818633 0.11 0.11 0.23 -0.260
F 1.939331 5.784556 1.879939 0.03 0.02 -0.05 -0.310
F 0.468642 4.416666 1.050687 -0.03 0.05 -0.02 -0.232
H 2.735335 2.852797 3.852157 0.01 -0.02 -0.03 0.405
H 2.469405 4.578467 3.876580 0.12 0.13 -0.12 0.308
H 4.777925 5.825179 4.116470 -0.02 0.01 -0.01 0.301
H 2.185485 3.633515 -0.620171 0.06 0.17 0.23 -0.420
C -1.277925 -1.354256 -4.962511 0.58 0.44 -0.09 -0.983
C -1.796588 -1.705574 -3.563942 -0.40 -0.04 -0.12 1.130
C -1.434493 -3.075122 -2.993980 0.14 -0.20 0.20 0.286
F -1.916939 -4.089209 -3.742909 -0.02 0.11 -0.07 -0.262
F -1.961502 -3.180384 -1.757303 -0.04 0.00 0.01 -0.161
F -3.127192 -1.489455 -3.507006 0.05 -0.03 0.09 -0.316
F -1.197926 -0.829541 -2.703162 0.08 0.18 -0.07 -0.191
O -2.170978 -1.497827 -6.044450 -0.44 -0.13 0.23 -0.431
C -2.325345 -2.682613 -6.704266 0.25 0.09 -0.13 0.796
C -3.741864 -3.248789 -6.544572 -0.12 -0.01 -0.04 0.185
F -4.042866 -3.415241 -5.244750 0.01 -0.04 0.00 -0.195
F -3.799917 -4.451242 -7.157607 -0.01 -0.01 -0.02 -0.263
F -1.388852 -3.581368 -6.356564 -0.04 -0.06 0.03 -0.289
F -2.165381 -2.428755 -8.025231 0.02 -0.03 -0.04 -0.313
H -1.088847 -0.281699 -4.918423 -0.03 0.00 0.01 0.393
H -0.315904 -1.828890 -5.161922 -0.09 -0.18 0.08 0.401
H -0.347611 -3.158796 -2.923898 0.00 -0.07 -0.01 0.020
H -4.465229 -2.569719 -6.999650 0.01 0.00 -0.02 0.242
```
Forces are in eV/Å.

Calculated values
Gap between HOMO and LUMO in eV: 9.440
Electronic energy in hartree: -6214.84832
SMILES: FC(F)C(F)(F)COC(F)(F)C(F)F.FC(F)C(F)(F)COC(F)(F)C(F)F.FC(F)C(F)(F)COC(F)(F)C(F)F.FC(F)C(F)(F)COC(F)(F)C(F)F.FC(F)C(F)(F)COC(F)(F)C(F)F.O=NO[SiH2]COCOCCO

# 2
The following is a quantum chemistry calculation of a molecular structure, C29H31FeN5O4PSb, from the Open Molecules 2025 dataset.

XYZ file:
```
72
Properties=species:S:1:pos:R:3:forces:R:3:mulliken_spin:R:1
Fe -0.579594 -0.754332 0.158381 -0.01 0.01 -0.02 3.719
O -6.208049 0.020352 1.742078 -0.04 0.17 0.14 0.000
C -5.478196 -0.101794 2.837816 -0.13 -0.56 -0.05 -0.001
O -5.941680 -0.092473 3.943166 0.04 0.23 0.02 0.000
C -4.004665 -0.341319 2.674578 0.02 0.15 0.02 -0.002
C -3.168021 -0.482371 3.762881 -0.01 0.05 0.01 -0.004
N -1.921772 -0.635977 3.291827 0.06 -0.01 0.01 -0.009
N -1.884342 -0.627227 1.953900 0.00 0.07 -0.02 0.057
C -3.148877 -0.452959 1.567834 0.03 0.05 0.00 0.008
C -3.395689 -0.394948 0.094912 0.09 -0.10 -0.01 -0.020
O -4.496336 -0.150487 -0.350066 -0.05 0.06 -0.04 0.019
O -2.326067 -0.591996 -0.621253 -0.09 -0.01 -0.06 0.108
H -5.675619 -0.032521 0.920112 0.07 -0.02 -0.10 0.000
H -3.405721 -0.478821 4.814194 0.01 0.00 0.00 0.000
H -1.074441 -0.798727 3.811219 0.01 -0.05 0.02 0.000
C 0.666100 4.796111 -0.111963 -0.01 0.00 0.02 -0.001
N -0.315385 4.312641 0.976584 0.00 0.01 -0.01 0.002
C -1.751018 4.546970 0.451726 0.00 0.00 0.01 0.002
N -1.934649 3.902932 -0.795361 0.00 0.00 -0.02 -0.001
C -0.970309 4.389403 -1.779262 0.00 0.00 0.01 -0.001
N 0.405636 4.145520 -1.343537 0.01 -0.01 -0.01 0.003
C 0.748919 2.723948 -1.340039 0.00 -0.01 0.03 0.007
P -0.316483 1.770136 -0.163795 -0.02 -0.03 0.01 -0.032
C -0.083244 2.870171 1.316813 -0.02 -0.01 0.02 0.011
C -1.958661 2.445387 -0.695246 -0.01 -0.01 -0.01 0.006
H 1.672262 4.592541 0.252799 0.00 0.00 0.00 0.000
H 0.509274 5.871222 -0.196219 0.00 0.00 -0.01 0.000
H -0.179215 4.880387 1.815062 0.00 0.00 0.00 0.000
H -1.857484 5.627350 0.356611 0.00 0.00 0.00 0.000
H -2.433456 4.168570 1.211896 0.00 0.00 0.00 0.000
H -1.113298 5.461626 -1.916368 0.00 0.00 0.00 0.000
H -1.142132 3.891152 -2.731089 0.00 0.00 0.00 0.000
H 1.802795 2.590540 -1.088959 0.01 0.01 0.00 0.001
H 0.603976 2.311404 -2.337479 0.01 0.00 -0.02 0.001
H 0.929671 2.774199 1.710251 0.00 0.00 0.00 -0.001
H -0.785796 2.588052 2.102908 0.00 -0.01 0.00 -0.001
H -2.733156 2.139446 0.010786 0.01 0.00 -0.01 -0.001
H -2.221720 2.003812 -1.657646 -0.01 0.00 0.00 0.002
C 5.231427 -4.492656 -1.622455 0.00 0.00 -0.01 0.000
C 4.773156 -4.241824 -0.338254 0.00 0.01 0.00 0.001
C 3.434996 -3.933570 -0.123550 0.00 0.03 0.01 0.002
C 2.555774 -3.873461 -1.198609 -0.03 -0.08 -0.06 0.007
C 3.017653 -4.139606 -2.487793 0.01 0.00 0.02 -0.003
C 4.354097 -4.441602 -2.698473 0.01 0.01 0.00 0.001
Sb 0.469677 -3.531475 -0.980109 0.01 0.03 -0.05 0.000
C 0.711397 -2.610339 0.988728 -0.05 0.08 0.04 0.090
C 1.501662 -1.468787 1.210093 0.05 0.04 -0.06 -0.072
C 1.778878 -1.019049 2.500340 0.02 -0.07 0.11 0.053
C 1.326569 -1.748224 3.591200 -0.03 -0.05 -0.03 0.004
C 0.559193 -2.895739 3.391209 -0.03 0.06 -0.02 0.017
C 0.223124 -3.298163 2.105203 0.04 -0.01 0.07 0.012
C 0.515457 -1.623900 -2.035185 0.20 0.10 -0.06 -0.002
C 1.744502 -0.963290 -2.241687 -0.09 -0.11 0.03 0.020
C 1.882667 -0.003426 -3.228391 -0.02 0.02 -0.01 -0.008
C 0.795268 0.319592 -4.037726 0.05 0.09 0.01 0.015
C -0.429858 -0.293713 -3.837258 -0.04 -0.03 0.02 -0.018
C -0.563866 -1.268337 -2.852736 -0.06 -0.02 0.03 0.013
H 6.272117 -4.737926 -1.786085 0.00 0.00 0.00 0.000
H 5.455396 -4.293363 0.499931 0.00 0.00 0.00 0.000
H 3.090482 -3.744839 0.887020 0.03 -0.04 -0.01 0.000
H 2.342684 -4.110815 -3.337605 0.01 -0.01 0.01 0.000
H 4.709592 -4.647241 -3.699348 0.00 0.00 0.00 0.000
H 1.982420 -0.966879 0.372007 -0.01 -0.03 0.01 -0.015
H 2.407781 -0.150168 2.649788 0.00 0.00 0.00 0.004
H 1.594489 -1.444785 4.595828 0.00 0.00 0.00 0.000
H 0.223419 -3.476059 4.241750 0.00 0.00 -0.01 0.000
H -0.389095 -4.182221 1.968497 -0.01 0.00 0.02 0.000
H 2.620461 -1.274482 -1.683179 0.01 0.03 -0.01 -0.001
H 2.845421 0.460545 -3.402477 0.01 -0.01 0.00 0.000
H 0.917190 1.037835 -4.839727 -0.01 -0.01 0.00 0.001
H -1.271617 -0.059810 -4.476182 0.00 0.00 0.00 0.000
H -1.516073 -1.770141 -2.744822 -0.03 -0.02 0.00 0.008
```
Forces are in eV/Å.

Calculated values
Net charge: +2
Spin multiplicity: 5
Gap between HOMO and LUMO (alpha / beta) in eV: 8.448 / 7.362
Energy relative to the best compared isomer or geometry (same formula, charge and spin) in kcal per mole: 4.42
Electronic energy in hartree: -3543.23118

# 3
The following is a quantum chemistry calculation of a molecular structure, C29H31GeN6O3Ru at a distorted geometry, from the Open Molecules 2025 dataset.

XYZ file:
```
71
Properties=species:S:1:pos:R:3:forces:R:3:mulliken_spin:R:1
Ru -0.957448 0.674339 -1.820718 1.66 -5.44 -3.06 0.756
O -1.328221 3.946777 0.555554 0.94 -0.73 -0.39 -0.001
C -0.958028 2.992418 -0.124583 -2.35 1.10 0.21 -0.006
N -1.750861 2.247620 -0.974520 -0.26 2.01 1.30 0.021
C -3.098802 2.450712 -1.080495 0.15 1.17 0.99 -0.029
O -3.782985 3.292692 -0.506263 0.24 -0.74 -0.63 0.003
C -3.696357 1.438296 -1.982719 -1.16 -0.87 -0.94 0.049
C -5.078322 1.430615 -2.200970 0.81 0.31 0.31 0.004
C -5.633597 0.439842 -2.969464 0.28 -0.62 -0.47 0.001
C -4.788787 -0.517318 -3.543240 -0.27 0.54 0.35 0.002
C -3.427885 -0.433087 -3.315430 -0.14 -0.40 -0.42 0.038
N -2.883114 0.507624 -2.549788 -0.44 0.97 0.93 -0.023
C 0.412396 2.473551 -0.098383 2.25 -0.50 0.30 0.044
C 1.396504 3.080234 0.697594 -1.06 -0.09 -0.50 0.006
C 2.649745 2.532129 0.760862 0.55 -0.81 -0.45 -0.001
C 2.916616 1.368018 0.020144 -0.30 0.78 0.46 0.002
C 1.915237 0.839848 -0.769112 0.56 -0.38 -0.13 0.028
N 0.699120 1.369135 -0.849675 -0.86 1.09 0.92 -0.116
H -5.660185 2.213218 -1.741177 -0.04 0.05 0.10 0.000
H -6.698602 0.402212 -3.133590 -0.12 -0.03 -0.04 0.000
H -5.188259 -1.311967 -4.148425 0.00 -0.13 -0.14 0.000
H -2.738131 -1.141771 -3.763960 -0.05 0.10 0.16 -0.002
H 1.120736 3.976089 1.230719 -0.07 0.05 0.10 0.000
H 3.424318 2.992291 1.355099 0.07 0.01 0.09 0.000
H 3.885518 0.900535 0.056364 0.13 -0.10 -0.06 0.000
H 2.091477 -0.037374 -1.384894 -0.09 0.13 0.11 -0.003
C 2.049840 1.361742 -4.057988 -0.47 -0.55 0.12 0.039
Ge 0.670272 -0.053584 -4.440721 0.03 0.14 -1.06 0.003
C 1.517119 -1.463040 -5.594493 -0.23 0.66 0.24 0.005
C -0.764298 0.956003 -5.397197 0.33 -0.24 0.31 0.031
C -0.138995 -0.887480 -2.886072 0.00 3.03 1.67 0.087
H 2.364923 1.818328 -4.990852 -0.02 0.00 -0.22 0.000
H 2.932228 0.968478 -3.563795 0.14 -0.09 0.08 0.001
H 1.612560 2.133263 -3.425876 -0.06 0.01 0.02 -0.004
H 1.987131 -1.017453 -6.463138 0.13 0.07 -0.23 0.000
H 0.776385 -2.178783 -5.934631 -0.18 -0.10 -0.02 0.000
H 2.278111 -2.001208 -5.037485 0.11 -0.05 0.15 -0.001
H -0.368512 1.516460 -6.238409 0.13 0.08 -0.10 0.004
H -1.211252 1.659142 -4.688979 0.04 -0.03 -0.04 -0.006
H -1.548454 0.302837 -5.768123 -0.10 -0.14 -0.02 -0.001
H 0.234838 -1.885887 -2.673593 -0.27 -0.47 0.07 0.011
C 2.749150 1.549963 5.869233 -0.05 0.04 -0.05 0.000
C 2.323803 0.220063 5.327271 0.01 0.01 -0.02 0.000
C 1.830134 -0.770551 6.165335 0.06 0.04 -0.09 0.000
C 1.468308 -2.007106 5.667241 -0.04 -0.09 -0.24 0.000
C 1.593264 -2.284883 4.307922 0.18 0.36 0.14 0.000
N 1.276057 -3.583359 3.877397 -0.12 -0.24 0.50 0.000
C 1.161462 -4.105887 2.621961 -0.14 -0.03 -0.36 0.000
O 1.406378 -5.270512 2.394009 0.14 -0.27 0.00 0.000
N 0.752994 -3.271021 1.589127 0.50 -0.32 -0.26 0.001
C -0.198388 -2.264506 1.564570 -0.70 0.51 0.10 0.006
C -0.978857 -1.861941 2.648772 -0.04 0.04 -0.28 0.001
C -1.926710 -0.870761 2.443134 0.07 -0.11 -0.11 0.003
C -2.083946 -0.311591 1.183905 -0.03 -0.07 0.11 -0.004
N -1.348010 -0.699274 0.142483 0.18 0.15 0.07 0.048
C -0.433465 -1.640898 0.338087 -0.09 -0.06 0.17 -0.009
C 2.076128 -1.294847 3.459407 0.08 -0.01 -0.03 0.000
C 2.428582 -0.059012 3.968731 -0.09 -0.10 0.22 0.000
H 2.753941 1.538985 6.956610 0.02 0.08 0.04 0.000
H 2.070846 2.333610 5.532804 -0.01 0.11 0.03 0.000
H 3.748837 1.799763 5.517021 0.06 0.08 0.04 0.000
H 1.733636 -0.575939 7.224644 0.01 0.01 0.07 0.000
H 1.100673 -2.772039 6.335668 -0.07 -0.10 0.07 0.000
H 1.438112 -4.302943 4.571611 -0.04 0.03 -0.25 0.000
H 0.937181 -3.694635 0.686785 -0.06 -0.06 0.26 -0.001
H -0.875084 -2.327555 3.614626 0.01 -0.01 0.09 0.000
H -2.557962 -0.548869 3.257230 -0.03 0.06 0.05 0.000
H -2.826481 0.455371 1.005722 0.03 0.08 -0.04 0.001
H 0.131795 -1.942621 -0.531888 0.11 0.03 -0.15 0.012
H 2.209137 -1.490369 2.407628 -0.01 -0.03 -0.07 0.000
H 2.804507 0.697872 3.295375 0.06 0.08 -0.08 0.000
```
Forces are in eV/Å.

Calculated values
Spin multiplicity: 2
Gap between HOMO and LUMO (alpha / beta) in eV: 6.334 / 6.558
Energy relative to the best compared isomer or geometry (same formula, charge and spin) in kcal per mole: 8.29
Electronic energy in hartree: -3849.72156